[1]
This record from the OMol25 dataset describes a cluster of 2 separate species, C9H24BBrN3O2 in total. The level of theory is ωB97M-V/def2-TZVPD.

Atoms and positions in Å:
C -1.754942 -2.959818 -1.756393
C -1.912484 -1.438262 -1.496492
B -0.543544 -0.699479 -1.563252
O 0.199095 -0.515504 -2.662727
N 0.110111 -0.096134 -0.272839
C 0.345910 -1.271398 0.642556
C 1.366993 -2.257132 0.112831
N 1.438629 -3.369418 0.698641
C -0.935108 0.920386 0.279527
N -1.580825 0.479999 1.465542
C -1.964947 1.577924 2.365099
C 1.363915 0.670874 -0.603659
C 2.179160 1.319667 0.540235
C 1.860952 1.052506 2.004618
Br 4.059490 0.854913 0.254282
H -0.830483 -3.365483 -1.345529
H -1.767652 -3.178735 -2.822711
H -2.575329 -3.511746 -1.304352
H -2.442605 -1.278653 -0.557327
H -2.553486 -1.009922 -2.273199
H -0.171995 -0.883268 -3.472433
H 0.651170 -0.903146 1.614876
H -0.603449 -1.778039 0.789268
H 2.011238 -1.963352 -0.721210
H 2.172599 -3.965902 0.321605
H -0.384948 1.838566 0.469900
H -1.608292 1.121219 -0.563199
H -2.405517 -0.066109 1.249590
H -1.071024 2.077674 2.736018
H -2.609121 2.324768 1.892641
H -2.489830 1.154438 3.217035
H 2.007745 0.029892 -1.191109
H 1.032002 1.463858 -1.270767
H 2.151061 2.390290 0.362147
H 2.155580 0.052054 2.315842
H 0.805835 1.203686 2.234829
H 2.438469 1.748207 2.609550
O 0.453032 3.986006 -1.085881
H 0.148559 3.746633 -1.967820
H 1.254038 4.497937 -1.245735

Atoms 1-3, force components in eV/Å:
-0.0134 0.0252 -0.0139
0.0035 -0.0732 -0.0535
0.1376 0.1651 0.1093

LUMO level ... -2.68 eV
Kohn-Sham gap ... 10.54 eV
Net charge ... +1
Molar mass ... 297.026 g mol⁻¹

Atomic partial charges in e from the natural (NBO) method, atoms 1 to 8: atom 1 (C): -0.60, atom 2 (C): -0.84, atom 3 (B): 1.21, atom 4 (O): -0.88, atom 5 (N): -0.49, atom 6 (C): -0.30, atom 7 (C): 0.08, atom 8 (N): -0.55



[2]
This record from the OMol25 dataset describes a structure of composition C9H24BaO9. The level of theory is ωB97M-V/def2-TZVPD.

Atoms and positions in Å:
Ba 0.447701 0.714623 -0.288485
C -1.966524 -0.819947 -2.320893
O -0.605393 -0.403279 -2.586767
H -2.181930 -0.741824 -1.260986
H -2.660718 -0.171050 -2.857320
H -2.128394 -1.834054 -2.683786
H -0.447086 -0.589721 -3.519004
C -1.079461 -2.842649 0.562171
O -0.913521 -1.451772 0.871137
H -1.101195 -2.997737 -0.513445
H -0.215781 -3.413780 0.920058
H -1.971565 -3.258133 1.023419
H -1.163733 -1.341732 1.795613
C 3.528721 2.228938 0.015347
O 2.272988 2.476918 0.695330
H 3.279467 2.080137 -1.040905
H 4.243560 3.038413 0.091358
H 3.893279 1.262141 0.365476
H 2.390598 3.068977 1.445633
C -3.082419 3.863989 -2.200529
O -3.867308 3.022227 -1.315664
C -3.264915 2.145584 -0.562659
O -2.082372 1.810309 -0.669491
O -4.134167 1.646804 0.289289
C -3.737533 0.735940 1.290719
H -2.208534 3.334032 -2.557899
H -2.791703 4.750608 -1.636432
H -3.780751 4.181683 -2.964825
H -4.527719 -0.001781 1.423226
H -3.646942 1.262558 2.243294
H -2.820154 0.191285 1.078127
C 2.983018 -0.603140 3.221125
O 3.543744 -1.610605 2.384993
C 2.982670 -1.815218 1.219566
O 2.248656 -1.005253 0.659804
O 3.330352 -2.976629 0.748712
C 3.190846 -3.205197 -0.677561
H 1.904857 -0.750388 3.299103
H 3.187284 0.408254 2.861245
H 3.436844 -0.677461 4.203023
H 3.710086 -4.131070 -0.874461
H 3.663669 -2.377790 -1.211804
H 2.141478 -3.203212 -0.964851

Atoms 1-3, force components in eV/Å:
-0.4461 -0.2537 -0.1142
-0.3457 0.0954 -0.7156
-0.1507 -0.0973 0.3832

LUMO level ... -6.01 eV
Kohn-Sham gap ... 10.89 eV
Net charge ... +2
Molar mass ... 413.610 g mol⁻¹

Atomic partial charges in e from the natural (NBO) method, atoms 1 to 8: atom 1 (Ba): 1.92, atom 2 (C): -0.27, atom 3 (O): -0.82, atom 4 (H): 0.18, atom 5 (H): 0.20, atom 6 (H): 0.20, atom 7 (H): 0.51, atom 8 (C): -0.26



[3]
This record from the OMol25 dataset describes a structure of composition C9H24BrMgO3. The level of theory is ωB97M-V/def2-TZVPD.

Atoms and positions in Å:
Mg 1.230656 4.053544 -2.910793
Br 0.480315 2.085107 -1.881599
C 1.927274 -0.178039 1.532224
C 1.989117 1.207472 2.175525
C 3.210749 1.355439 3.096983
O 1.972550 2.185534 1.201651
H 2.074093 -0.885565 2.348271
H 2.664305 -0.396120 0.759360
H 0.937915 -0.386933 1.125237
H 1.109271 1.244726 2.817845
H 4.114514 1.172384 2.515782
H 3.249458 0.573283 3.855166
H 3.240340 2.352030 3.537468
H 1.522021 1.941751 0.389739
C -3.578195 2.388244 0.306531
C -3.086862 0.960337 0.495714
C -3.346085 0.093730 -0.697753
O -1.717895 1.035284 0.767859
H -3.545601 2.873013 1.282253
H -4.620475 2.407628 -0.011855
H -2.944458 2.934777 -0.391877
H -3.622007 0.492632 1.322132
H -3.039839 0.586850 -1.620337
H -4.425781 -0.007679 -0.807618
H -2.894066 -0.888951 -0.563169
H -1.267688 1.341939 -0.022638
C -0.377831 -2.167879 -1.265328
C 1.108120 -2.259781 -1.678182
C 1.402119 -3.698525 -1.992983
O 1.283047 -1.365103 -2.787791
H -1.098220 -2.597073 -1.961706
H -0.739219 -1.177560 -0.988242
H -0.453023 -2.729677 -0.334289
H 1.666379 -1.907262 -0.810900
H 1.214103 -4.414619 -1.193014
H 2.447905 -3.834701 -2.268457
H 0.790128 -3.917910 -2.867879
H 1.122867 -0.472328 -2.473332

Atoms 1-3, force components in eV/Å:
0.2110 0.4818 -0.2113
-0.2728 -0.5602 0.1691
-0.1070 -0.4182 0.7019

Spin multiplicity ... 2
LUMO level (spin up / spin down) ... -0.22 / -1.80 eV
Kohn-Sham gap (spin up / spin down) ... 7.55 / 7.88 eV
Expectation value of S² ... 0.751
ΔE to the lowest compared entry with this formula, charge and spin ... 0.0 kJ/mol
Molar mass ... 284.497 g mol⁻¹

Atomic partial charges in e from the natural (NBO) method, atoms 1 to 8: atom 1 (Mg): 0.88, atom 2 (Br): -0.86, atom 3 (C): -0.64, atom 4 (C): 0.11, atom 5 (C): -0.62, atom 6 (O): -0.74, atom 7 (H): 0.21, atom 8 (H): 0.20



[4]
This record from the OMol25 dataset describes a structure of composition C9H24ClGdI2N2P2S. The level of theory is ωB97M-V/def2-TZVPD.

Atoms and positions in Å:
I 0.300829 1.518111 -4.260407
I -0.364289 3.176651 -2.174980
Gd -0.006093 0.152894 -0.346778
P -2.847923 -0.122406 -0.137497
C -3.706658 1.045172 1.034624
C -3.310577 0.308385 -1.875680
H -4.373638 0.227855 -2.150044
H -4.484267 -2.089125 0.154836
H -2.753820 -0.328527 -2.572985
H -2.868563 -2.534400 -0.389511
H -3.359921 2.063933 0.808907
H -2.941308 1.299689 -2.174406
C -3.419901 -1.837427 0.247134
H -4.815082 1.062631 1.061630
H -3.087360 -2.160405 1.239676
H -3.358901 0.893520 2.070700
P 2.846759 -0.096785 -0.129518
C 3.692424 1.075297 1.048956
C 3.436245 -1.807765 0.253496
H 2.767142 -0.298768 -2.570102
H 4.383890 0.267814 -2.141952
H 2.942506 1.317238 -2.176664
C 3.320244 0.333973 -1.865975
H 2.891703 -2.504586 -0.388932
H 4.503297 -2.044219 0.155548
H 4.800318 1.103988 1.079138
H 3.342523 0.923260 2.084141
H 3.112426 -2.146788 1.243759
H 3.339902 2.092082 0.823094
Cl 0.005856 -1.548281 -2.159471
S 0.010172 -1.804989 1.669008
C 0.049897 -0.910107 3.135528
N 1.159077 -0.499758 3.771939
C 0.870767 0.288572 4.964221
C -0.681259 0.332253 4.974645
N -1.034320 -0.441386 3.788942
H 2.047827 -0.886070 3.480814
H 1.274595 1.319061 4.933605
H 1.273670 -0.150214 5.894359
H -1.025241 1.383745 4.946443
H -1.099039 -0.082861 5.909101
H -1.940810 -0.776557 3.509962

Atoms 1-3, force components in eV/Å:
-0.2467 0.6708 0.5572
0.3073 -0.7490 -0.4390
-0.0074 -0.4490 -0.4277

Spin multiplicity ... 8
LUMO level (spin up / spin down) ... -7.85 / -9.16 eV
Kohn-Sham gap (spin up / spin down) ... 7.03 / 5.39 eV
Expectation value of S² ... 16.052
Net charge ... +2
ΔE to the lowest compared entry with this formula, charge and spin ... 0.0 kJ/mol
Molar mass ... 700.831 g mol⁻¹

Atomic partial charges in e from the Löwdin method, atoms 1 to 8: atom 1 (I): 0.26, atom 2 (I): 0.20, atom 3 (Gd): 0.60, atom 4 (P): 0.71, atom 5 (C): -0.25, atom 6 (C): -0.28, atom 7 (H): 0.07, atom 8 (H): 0.07



Maximum force, record by record: 0.0065, 0.0221, 0.0492, 0.0258 Eh/bohr